# 1
Here is a single C6H10N4 molecule from the Open Molecules 2025 dataset. Energies are from ωB97M-V with the def2-TZVPD basis set.

The frontier orbital gap (alpha / beta) comes out at 8.9 / 8.9 eV. The energy comes out at -453.465902 Eh. Its spin multiplicity is 1. The net charge is 0.

Structure (XYZ):
```
20
C6H10N4 ωB97M-V with the def2-TZVPD basis set
N 0.866 -1.331 0.349
N -0.110 -0.433 -1.124
N -1.335 -0.190 -0.515
N -1.678 0.891 0.246
C 1.359 0.954 0.244
C -3.441 -0.502 0.292
C -2.374 -1.053 -0.421
C 0.743 0.670 -1.070
C 1.909 -0.472 0.528
C -2.908 0.738 0.661
H -3.493 1.673 1.142
H 0.965 -2.085 -0.330
H 1.537 0.489 -1.775
H -2.486 -1.973 -1.032
H 0.129 1.547 -1.495
H 2.916 -0.727 0.051
H 0.508 0.997 0.972
H 2.085 1.752 0.289
H 2.057 -0.384 1.515
H -4.474 -0.876 0.263
```

# 2
Here is 3 unconnected molecules or ions with the total composition C5H12O2 from the Open Molecules 2025 dataset. Energies are from ωB97M-V with the def2-TZVPD basis set.

The frontier orbital gap comes out at 10.1 eV. The energy comes out at -348.122483 Eh. Its spin multiplicity is 1. The net charge is 0. Its SMILES is C=CCC.C=O.O.

Structure (XYZ):
```
19
C5H12O2 ωB97M-V with the def2-TZVPD basis set
O 1.274 0.236 1.539
O 0.461 -2.422 1.834
C -0.426 -0.009 -0.886
C 0.502 -2.753 0.672
C 0.490 2.374 -0.588
C -1.230 -1.020 -0.567
C -0.718 1.439 -0.602
H 0.455 -0.201 -1.501
H -1.388 1.755 -1.414
H 1.170 -2.269 -0.060
H -1.084 -2.010 -0.988
H 1.140 2.172 -1.448
H -0.119 -3.581 0.288
H 0.162 3.416 -0.659
H -1.308 1.532 0.320
H 1.120 -0.696 1.776
H -2.090 -0.898 0.089
H 0.493 0.683 1.885
H 1.096 2.250 0.312
```

# 3
Here is a molecular structure, C6H7N from the Open Molecules 2025 dataset. Energies are from ωB97M-V with the def2-TZVPD basis set.

The frontier orbital gap (alpha / beta) comes out at 7.4 / 7.4 eV. The energy comes out at -287.332091 Eh. Its spin multiplicity is 1. The net charge is 0.

Structure (XYZ):
```
14
C6H7N ωB97M-V with the def2-TZVPD basis set
N -0.742 -1.196 -0.538
C 1.160 0.623 -0.198
C -2.181 1.168 2.071
C 1.256 -1.603 -1.901
C -1.595 0.355 1.222
C 0.389 -0.952 -1.149
C -0.892 -0.350 0.432
H 1.337 1.125 -1.147
H 2.045 -1.094 -2.432
H -2.816 0.801 2.868
H 1.223 -2.686 -1.938
H -2.084 2.248 1.985
H 0.829 1.365 0.521
H 2.072 0.195 0.206
```

# 4
Here is a single C18H18N4O3 molecule from the Open Molecules 2025 dataset. Energies are from ωB97M-V with the def2-TZVPD basis set.

The frontier orbital gap comes out at 7.4 eV. The energy comes out at -1141.325438 Eh. Its spin multiplicity is 1. The net charge is 0. Its SMILES is [H]/N=c1\c(C#N)c2c(nn1-c1cccc(C(=O)OC)c1)COC(C)(C)C2.

Structure (XYZ):
```
43
C18H18N4O3 ωB97M-V with the def2-TZVPD basis set
O -4.945 -1.839 3.610
O -2.768 -2.741 3.460
O 3.793 0.467 0.118
N -1.010 0.047 -0.499
N -1.894 0.085 -2.731
N 0.593 0.176 -5.118
N 0.089 0.177 0.339
C 2.900 0.452 -2.167
C 2.465 0.407 0.693
C -2.210 -0.158 0.178
C -3.284 0.567 -0.251
C 3.489 2.604 -1.029
C -0.846 0.111 -1.949
C 0.610 0.125 -3.950
C -2.818 -3.120 4.797
C 5.331 0.962 -1.502
C 1.286 0.332 -0.187
C 0.410 0.110 -2.514
C 3.845 1.125 -1.176
C -3.784 -2.007 3.068
C -4.481 0.559 0.413
C 1.466 0.217 -1.657
C -4.614 -0.405 1.323
C -3.559 -1.085 1.928
C -2.322 -0.986 1.266
H -5.468 0.988 0.010
H 2.426 2.715 -0.872
H 5.547 1.834 -2.230
H 5.932 1.148 -0.633
H -1.792 0.207 -3.738
H -2.242 -4.053 4.912
H -3.863 -3.285 5.180
H 2.213 1.311 1.334
H 5.662 0.091 -1.944
H -1.448 -1.498 1.632
H 3.384 -0.525 -2.345
H 3.019 0.862 -3.115
H 4.026 2.949 -0.177
H 3.713 3.298 -1.839
H -3.436 1.112 -1.168
H -2.269 -2.343 5.342
H -5.561 -0.557 1.795
H 2.418 -0.438 1.394
```

# 5
Here is a molecular structure, C54H122AgN8O20 from the Open Molecules 2025 dataset. Energies are from ωB97M-V with the def2-TZVPD basis set.

The frontier orbital gap comes out at 6.4 eV. The energy comes out at -4220.057577 Eh. Its spin multiplicity is 1. The net charge is -1.

Structure (XYZ):
```
205
C54H122AgN8O20 ωB97M-V with the def2-TZVPD basis set
Ag -0.718 2.122 0.811
O -1.490 3.036 5.883
O -3.560 0.393 0.193
O 1.525 1.863 0.232
O 9.751 -2.625 -1.212
O 5.286 -4.036 -1.766
O -3.918 0.695 4.677
O -0.010 -3.445 -3.107
O -3.078 -5.355 -7.941
O -3.492 0.719 -5.591
O -0.964 5.446 0.046
O 3.917 5.343 0.840
O -0.161 0.974 -1.444
O -2.185 -3.212 3.256
O -0.082 -0.087 2.136
O 3.248 -0.381 -4.322
O 1.808 8.297 4.165
O 4.982 0.044 -2.213
O -3.025 -0.750 -12.021
O -5.470 -0.037 8.624
O 3.320 -4.354 4.629
N -2.232 3.021 -0.779
N -0.253 2.711 3.092
N 6.338 -1.482 -0.068
N -3.723 -0.102 -9.144
N -0.171 -3.589 5.071
N -3.184 -0.458 7.093
N 2.467 5.398 3.468
N -1.662 -3.121 -5.404
C -0.185 -3.002 -5.481
C 0.711 -0.875 1.303
C 8.585 -2.589 -0.373
C -2.345 -0.447 5.877
C 7.478 -1.708 -0.935
C 4.102 4.703 -0.430
C -1.313 3.717 -1.691
C -2.848 -1.625 -10.926
C -4.802 -1.357 8.618
C -2.803 -3.099 1.998
C -0.004 6.010 0.862
C 0.517 -2.614 -4.189
C 3.347 0.888 -0.869
C -3.051 -0.670 -0.594
C 1.031 -4.378 5.193
C 2.472 7.363 5.040
C -1.201 3.709 3.659
C 1.014 0.858 -1.794
C 3.812 0.299 -2.121
C 3.837 4.997 3.299
C -3.484 0.788 -7.979
C 2.305 -3.522 4.979
C -0.073 1.567 3.926
C 2.111 5.861 4.827
C 5.512 -2.678 0.284
C -2.452 -4.183 -7.424
C -3.123 -0.400 4.545
C -4.169 1.506 -0.534
C 4.484 -4.098 -2.943
C 2.818 0.065 -3.270
C 2.031 1.202 -0.734
C -4.026 -1.586 7.364
C -2.167 -4.482 3.884
C -3.311 -0.071 -6.737
C -3.534 -1.556 -13.040
C -2.207 -4.292 -5.936
C -6.744 -0.155 7.973
C -4.507 1.253 3.544
C -1.455 -4.287 5.179
C 9.786 -3.671 -2.109
C -3.099 -5.560 -9.315
C 4.616 -3.306 -0.765
C 4.510 -3.765 4.344
C -2.965 0.151 -4.409
C 0.762 0.434 3.165
C -2.782 3.303 6.264
C -0.883 4.031 5.081
C -0.349 4.657 -0.948
C -3.128 2.151 -1.495
C 3.990 4.384 1.907
C 2.393 9.567 4.073
C -2.498 -0.871 -9.665
C 1.482 0.441 -3.046
C -0.018 -2.839 -1.860
H 0.681 3.140 2.912
H 1.085 -0.303 3.923
H 7.949 -0.721 -1.122
H 0.117 -1.713 -1.884
H 2.256 7.674 6.081
H -0.712 2.911 -2.195
H 4.491 -2.760 4.692
H -3.574 -6.573 -9.476
H -3.152 -4.818 4.158
H 0.307 -1.568 -4.031
H 2.675 -3.081 5.906
H -2.984 -0.952 -4.433
H -4.319 1.501 -7.881
H -7.189 0.768 8.167
H -3.668 -4.755 -9.870
H 2.765 5.324 5.547
H 7.201 -2.119 -1.938
H -2.229 3.395 3.614
H -2.921 -2.013 1.888
H -4.597 2.185 0.205
H 0.224 -0.835 0.334
H 3.765 -3.924 -0.339
H 2.173 6.062 2.780
H -2.726 4.008 7.111
H -2.878 -2.385 -13.294
H 3.311 3.607 1.660
H -4.169 -1.469 9.508
H 1.589 -2.828 -4.293
H 8.907 -2.277 0.591
H -1.683 -1.312 5.916
H 10.576 -3.490 -2.867
H -1.576 -5.199 3.260
H -3.824 -2.133 -10.771
H 0.769 -1.953 1.591
H 4.416 -3.234 -3.556
H 4.050 4.182 3.977
H 3.265 4.015 -0.595
H 5.744 -0.837 -0.570
H 2.217 10.233 4.917
H -3.216 2.340 6.490
H -2.221 -1.556 -8.884
H -1.701 0.377 5.881
H 1.029 -4.783 6.213
H 1.020 -5.262 4.502
H 0.452 1.775 4.867
H -2.336 -0.540 -6.712
H 0.695 -3.167 -1.055
H -1.046 1.063 4.186
H -6.710 -0.187 6.835
H -3.124 -3.345 -7.613
H 3.398 -4.369 -2.618
H -3.669 0.537 -3.596
H 4.127 1.145 -0.156
H -1.562 -3.820 -8.027
H 1.953 10.041 3.275
H 0.459 4.040 -0.555
H -1.968 0.574 -4.280
H 3.528 7.482 4.888
H 0.795 0.234 -3.870
H -2.364 -0.403 -1.425
H -1.267 -5.319 5.562
H -2.214 -3.515 1.159
H -7.349 -0.971 8.349
H -5.025 1.226 -1.084
H -2.102 -5.578 -9.762
H 3.459 9.440 3.943
H 0.702 5.223 1.310
H 8.354 -3.676 -0.321
H -1.963 4.234 -2.455
H 5.433 -4.193 4.801
H -3.702 2.607 -2.296
H 0.188 5.278 -1.702
H 4.699 -3.692 3.300
H -0.156 -2.917 4.317
H 4.905 -4.920 -3.564
H 4.190 5.472 -1.216
H -2.054 -2.377 -11.157
H 10.157 -4.626 -1.680
H 4.134 -2.451 -1.241
H 6.154 -3.355 0.826
H -3.902 -1.276 -0.851
H -4.872 2.246 3.859
H -3.992 0.432 -9.958
H -2.418 -0.332 3.639
H -5.432 0.764 3.263
H 0.662 6.755 0.341
H -2.084 -3.870 6.025
H 5.039 3.998 2.048
H 2.064 -2.740 4.230
H -1.652 -5.185 -5.746
H 1.776 -0.635 1.139
H -3.782 1.507 2.742
H -3.564 -2.566 7.478
H 4.755 -2.294 0.992
H 0.167 4.087 5.296
H 1.710 0.797 2.701
H -2.540 -1.177 0.181
H -2.450 1.373 -1.876
H -3.720 -0.981 -13.962
H 0.189 -2.446 -6.321
H -1.824 -3.180 -4.372
H -3.806 0.358 7.152
H 8.801 -3.844 -2.621
H -1.680 -0.182 -9.772
H -1.247 5.066 5.363
H -3.258 -4.460 -5.531
H -0.985 -2.929 -1.371
H -5.543 -2.146 8.786
H -4.052 -0.863 -6.612
H 4.572 5.775 3.510
H -3.767 -3.530 1.959
H -2.532 1.327 -8.095
H -1.150 4.598 2.980
H -4.534 -1.976 -12.829
H -3.399 3.766 5.514
H 4.999 4.014 -0.372
H 0.199 -3.993 -5.900
H 1.031 5.625 4.922
H -4.691 -1.854 6.469
H -0.530 6.526 1.634
H -3.667 -1.320 4.367
H -2.751 3.699 -0.247
```

# 6
Here is 2 unconnected molecules or ions with the total composition C3HO3S from the Open Molecules 2025 dataset. Energies are from ωB97M-V with the def2-TZVPD basis set.

The frontier orbital gap comes out at 7.1 eV. The energy comes out at -738.849426 Eh. Its spin multiplicity is 1. The net charge is -1.

Structure (XYZ):
```
8
C3HO3S ωB97M-V with the def2-TZVPD basis set
S -1.789 0.069 -1.148
O -1.706 -0.355 1.664
O 2.302 0.110 0.246
O 1.162 -1.605 -0.690
C -1.227 0.127 0.667
C -0.285 0.611 -0.230
C 1.474 -0.535 -0.272
H 0.068 1.580 -0.237
```